Record 1
Entry from the Open Molecules 2025 dataset: a 7-piece molecular cluster, C34H64O18 overall in a non-equilibrium geometry (ωB97M-V/def2-TZVPD).

Last column: Mulliken charge in e.
Cartesian coordinates (Å):
C  7.97478  1.92168  -0.62570  -1.065
C  7.02192  2.83293  -1.33827  0.803
O  6.84179  2.74278  -2.52838  -0.512
O  6.39892  3.82266  -0.61880  -0.354
C  5.39489  3.34005  0.27710  -1.423
C  3.98848  3.59096  -0.25169  1.739
C  3.05274  2.97576  0.78145  -1.390
C  2.67034  1.53892  0.43015  0.059
C  1.57859  1.38582  -0.63554  -0.945
C  0.67906  2.58054  -0.80641  -0.150
O  -0.54678  2.09617  -1.37730  -0.578
C  3.81634  5.08412  -0.50648  -0.694
O  3.92012  5.26101  -1.91036  -0.358
C  3.86161  4.02989  -2.49253  0.679
O  3.81500  3.85467  -3.69390  -0.619
O  3.86737  3.05981  -1.57094  -0.533
H  7.84542  0.92546  -1.02152  0.319
H  8.98951  2.23138  -0.83524  0.335
H  7.83893  1.89202  0.44792  0.369
H  5.48523  3.88236  1.20913  0.433
H  5.56782  2.28536  0.47963  0.535
H  2.21071  3.61802  1.00401  0.678
H  3.63360  2.92204  1.69477  0.403
H  3.57023  1.07075  0.03658  0.387
H  2.45417  1.01386  1.34691  -0.237
H  0.93393  0.56832  -0.33318  0.485
H  1.96935  1.10295  -1.60402  0.248
H  1.07634  3.33200  -1.48666  0.234
H  0.42472  3.03524  0.14263  0.328
H  -1.14784  2.84002  -1.43184  0.244
H  2.84292  5.40679  -0.14572  0.316
H  4.59479  5.67599  -0.04278  0.314
C  -3.75845  5.82726  -2.42182  -0.855
C  -3.79083  5.45981  -0.95614  -0.364
O  -2.49639  5.09512  -0.45849  -0.399
C  -1.59719  5.99090  -0.01609  0.830
C  -1.81743  7.46132  -0.28299  -1.085
O  -0.60282  5.59181  0.52227  -0.550
H  -3.13217  6.70476  -2.60022  0.344
H  -4.75942  6.03736  -2.78118  0.242
H  -3.34333  5.01219  -3.00551  0.259
H  -4.22924  6.24599  -0.33878  0.342
H  -4.40905  4.57392  -0.81679  0.305
H  -1.29262  7.73297  -1.19738  0.266
H  -1.39542  8.02179  0.54736  0.337
H  -2.86271  7.74721  -0.36875  0.346
C  1.63380  -3.01043  4.65421  -0.895
C  2.74569  -2.25770  3.95989  -0.297
O  2.27085  -1.02252  3.39113  -0.339
C  2.17399  0.12390  4.06583  0.896
C  2.32360  0.12408  5.56894  -1.279
O  1.90077  1.12679  3.45773  -0.604
H  1.22689  -2.44878  5.49582  0.389
H  1.99205  -3.96924  5.02122  0.418
H  0.81163  -3.18813  3.96197  0.247
H  3.60238  -2.08124  4.61306  0.342
H  3.10979  -2.84145  3.12089  0.037
H  1.33529  0.04638  6.01875  0.295
H  2.77387  1.06869  5.86465  0.348
H  2.95727  -0.67178  5.95172  0.398
C  2.67415  -5.77302  -1.18418  -0.801
C  3.73210  -4.93723  -0.49748  -0.539
O  3.42097  -4.70415  0.88069  -0.386
C  3.74041  -5.54859  1.87246  0.927
C  4.23162  -6.93850  1.54535  -1.253
O  3.56445  -5.18894  3.00410  -0.522
H  2.59565  -6.76850  -0.74656  0.213
H  2.90012  -5.88144  -2.24337  0.354
H  1.69705  -5.30269  -1.08419  0.277
H  4.73311  -5.35990  -0.59965  0.368
H  3.76538  -3.94843  -0.95165  0.352
H  3.38313  -7.62066  1.55583  0.281
H  4.93622  -7.23824  2.31689  0.341
H  4.74498  -7.01584  0.59011  0.358
C  -3.60146  -5.76979  3.15112  -0.959
C  -3.01215  -6.50542  4.33688  -0.425
O  -1.77606  -5.92865  4.75890  -0.367
C  -1.69709  -4.88526  5.60604  0.785
C  -2.94675  -4.10230  5.93937  -1.033
O  -0.62324  -4.55943  6.02313  -0.532
H  -3.84299  -4.73608  3.39892  0.272
H  -4.51059  -6.26449  2.80833  0.356
H  -2.88429  -5.74523  2.33100  0.293
H  -3.71150  -6.57508  5.17147  0.377
H  -2.76779  -7.52654  4.04984  0.321
H  -3.01634  -3.25012  5.26484  0.252
H  -2.85488  -3.73896  6.95952  0.329
H  -3.86535  -4.68173  5.88473  0.329
C  -2.31650  -3.30057  -4.34516  -0.998
C  -1.02001  -3.23295  -3.56567  -0.380
O  -0.54303  -4.53545  -3.21199  -0.363
C  0.20574  -5.29603  -4.02955  0.830
C  0.34878  -4.90874  -5.48328  -1.090
O  0.69341  -6.30188  -3.59535  -0.553
H  -2.18883  -3.82099  -5.29461  0.278
H  -2.69061  -2.29728  -4.54862  0.355
H  -3.06839  -3.84763  -3.77654  0.309
H  -0.24878  -2.66866  -4.09083  0.356
H  -1.18672  -2.72303  -2.61906  0.330
H  -0.40329  -5.44140  -6.06318  0.271
H  1.33597  -5.21524  -5.81911  0.303
H  0.26096  -3.84158  -5.67169  0.363
C  -9.10907  4.30665  -1.70639  -0.976
C  -8.65345  4.90080  -3.02281  -0.435
O  -7.23038  4.86736  -3.15722  -0.363
C  -6.55449  3.79733  -3.62101  0.831
C  -7.26729  2.47306  -3.76708  -1.112
O  -5.38254  3.91039  -3.84209  -0.519
H  -8.84320  3.25247  -1.62752  0.272
H  -10.18990  4.39908  -1.59993  0.371
H  -8.62923  4.82300  -0.87511  0.284
H  -9.13304  4.42734  -3.88025  0.380
H  -8.91938  5.95550  -3.06102  0.327
H  -7.10863  1.88778  -2.86251  0.265
H  -6.82865  1.94605  -4.61013  0.332
H  -8.33413  2.55852  -3.95916  0.345

Summary:
spin multiplicity	1
E	-2688.24676	a.u.
SMILES	CC(=O)OC[C@@]1(CCCCO)COC(=O)O1.CCOC(C)=O.CCOC(C)=O.CCOC(C)=O.CCOC(C)=O.CCOC(C)=O.CCOC(C)=O
lowest unoccupied orbital energy	0.0170	Ha
max |F|	2.5	eV/A
HOMO level	-0.344	Eh
HOMO-LUMO gap	9.8	eV



Record 2
Entry from the Open Molecules 2025 dataset: a 7-piece molecular cluster, C34H65BrFO16P overall (ωB97M-V/def2-TZVPD).

Last column: Mulliken charge in e.
Cartesian coordinates (Å):
C  -2.41933  -0.97161  -5.07558  -1.537
C  -3.48824  -1.48513  -4.10508  -0.425
P  -3.62511  -3.33277  -4.08606  0.263
C  -1.94016  -3.94734  -4.44514  -1.185
C  -3.94937  -3.81510  -2.26762  0.588
Br  -2.76934  -5.26803  -1.64395  -0.128
C  -3.97577  -2.70882  -1.21304  -1.122
C  -2.67694  -2.35120  -0.48294  -1.059
C  -1.42211  -2.16332  -1.33271  0.687
O  -0.78290  -0.94942  -0.91762  -0.412
C  0.41760  -0.70897  -1.55112  0.724
C  1.59423  -1.39145  -0.92637  -0.755
O  0.46173  0.02275  -2.48507  -0.548
O  -5.29760  -4.32548  -2.22391  -0.330
C  -5.83153  -4.96952  -3.27494  0.677
O  -6.90680  -4.79430  -3.71952  -0.477
F  -5.00532  -5.93459  -3.73502  -0.100
H  -2.56985  -1.37027  -6.07679  0.342
H  -2.47863  0.11532  -5.11260  0.240
H  -1.42104  -1.21549  -4.70783  0.435
H  -4.46895  -1.11563  -4.40833  0.471
H  -3.28131  -1.06642  -3.12122  0.502
H  -1.19390  -3.75147  -3.67548  0.279
H  -1.62912  -3.49456  -5.38600  0.461
H  -2.00486  -5.02282  -4.59995  0.404
H  -4.68693  -3.04424  -0.45530  0.375
H  -4.42317  -1.82472  -1.66744  0.343
H  -2.47830  -3.08117  0.30020  0.389
H  -2.85691  -1.39828  0.01889  0.390
H  -1.64613  -2.08711  -2.39694  -0.627
H  -0.73963  -3.00959  -1.20468  0.396
H  2.50240  -1.14529  -1.46558  0.335
H  1.44519  -2.47371  -0.94018  0.326
H  1.67260  -1.09617  0.11817  0.064
C  5.49872  1.99253  4.12772  -0.666
C  4.67856  2.35772  2.91582  -0.324
O  4.73826  1.36293  1.87299  -0.366
C  3.94237  0.28697  1.84454  0.935
C  3.11662  -0.06642  3.05888  -1.111
O  3.95520  -0.41061  0.86043  -0.570
H  5.12696  1.08674  4.61121  0.270
H  5.45573  2.81395  4.83902  0.324
H  6.53693  1.81664  3.84262  0.117
H  3.63631  2.56504  3.16671  0.360
H  5.07957  3.25585  2.45081  0.213
H  3.71197  -0.72138  3.69485  0.260
H  2.23874  -0.61450  2.72595  0.325
H  2.79809  0.79005  3.64592  0.332
C  1.57956  6.82110  6.44427  -0.850
C  2.98744  7.35680  6.32327  -0.443
O  3.95586  6.30864  6.16131  -0.349
C  4.26266  5.77858  4.96833  0.771
C  3.41276  6.10495  3.76114  -1.012
O  5.18241  5.00420  4.90000  -0.597
H  1.26067  6.30414  5.53733  0.319
H  0.88413  7.63855  6.63642  0.343
H  1.52820  6.12439  7.27733  0.194
H  3.08620  8.08762  5.51925  0.390
H  3.27682  7.85018  7.24878  0.282
H  2.61009  5.36967  3.69846  0.216
H  4.03680  6.01148  2.87626  0.345
H  2.97158  7.09725  3.77782  0.359
C  -6.17836  -8.70996  -4.46848  -0.627
C  -6.36054  -9.31334  -5.84414  -0.575
O  -5.61834  -10.52843  -6.01308  -0.377
C  -6.09386  -11.73401  -5.63860  0.729
C  -7.34563  -11.81092  -4.79401  -0.892
O  -5.47461  -12.71550  -5.94446  -0.562
H  -6.56752  -9.36739  -3.68993  0.281
H  -6.70342  -7.75718  -4.40939  0.175
H  -5.12079  -8.54242  -4.26956  0.278
H  -7.41227  -9.47224  -6.08539  0.378
H  -5.95847  -8.64554  -6.60430  0.317
H  -7.05130  -11.78447  -3.74482  0.243
H  -7.82291  -12.76633  -4.99345  0.308
H  -8.06109  -11.01375  -4.97456  0.308
C  10.02624  0.93217  -1.58892  -0.929
C  10.21592  -0.02549  -0.43140  -0.382
O  9.95666  0.59321  0.83206  -0.384
C  8.71458  0.68207  1.36273  0.612
C  7.51519  0.33850  0.51581  -0.430
O  8.61168  1.08828  2.48849  -0.538
H  8.99171  1.26608  -1.66721  0.268
H  10.30093  0.44758  -2.52650  0.343
H  10.65571  1.81165  -1.45388  0.289
H  9.61540  -0.92829  -0.54789  0.368
H  11.25664  -0.34035  -0.36844  0.314
H  7.17366  1.24146  0.01055  0.240
H  6.71745  0.00038  1.16764  -0.171
H  7.70089  -0.43261  -0.22716  0.346
C  -1.00688  7.38122  12.32742  -0.970
C  -1.00753  6.56444  11.05301  -0.431
O  0.14659  6.82230  10.24354  -0.366
C  1.32244  6.18198  10.41946  0.848
C  1.53358  5.32743  11.64607  -1.138
O  2.19103  6.35781  9.60925  -0.520
H  -0.16950  7.11837  12.97374  0.271
H  -1.93105  7.21266  12.88083  0.356
H  -0.93079  8.44261  12.09238  0.304
H  -1.10514  5.49661  11.25113  0.362
H  -1.84724  6.84937  10.42127  0.318
H  1.94979  5.95709  12.43260  0.287
H  2.26386  4.56271  11.39679  0.310
H  0.63411  4.84817  12.02189  0.379
C  -4.73264  3.48280  -8.04772  -1.006
C  -3.58332  2.53530  -7.77809  -0.455
O  -4.02576  1.29224  -7.21959  -0.308
C  -4.44067  0.25352  -7.97596  0.869
C  -4.68702  0.45554  -9.45200  -1.197
O  -4.65231  -0.79536  -7.43142  -0.533
H  -5.41437  3.08546  -8.79976  0.268
H  -4.35261  4.44080  -8.40353  0.366
H  -5.30116  3.65190  -7.13348  0.312
H  -2.97839  2.36090  -8.66852  0.364
H  -2.92093  2.94933  -7.01952  0.344
H  -5.72696  0.75353  -9.58633  0.296
H  -4.53692  -0.49915  -9.94832  0.318
H  -4.04744  1.20010  -9.91751  0.373

Summary:
spin multiplicity	1
E	-5553.59107	a.u.
SMILES	CCP(C)[C@@](Br)(CCCOC(C)=O)OC(=O)F.CCOC(C)=O.CCOC(C)=O.CCOC(C)=O.CCOC(C)=O.CCOC(C)=O.CCOC(C)=O
lowest unoccupied orbital energy	0.0180	Ha
max |F|	0.8	eV/A
HOMO level	-0.319	Eh
HOMO-LUMO gap	9.2	eV



Record 3
Entry from the Open Molecules 2025 dataset: C34H66Br10F3NiO12S5 as an isolated structure in a non-equilibrium geometry (ωB97M-V/def2-TZVPD).

Last column: Mulliken charge in e.
Cartesian coordinates (Å):
Ni  -1.81619  0.61639  -2.90893  0.837
C  -0.87873  0.49179  0.31676  -0.627
O  0.38884  1.05044  0.06146  0.159
O  -1.45761  0.38046  -0.90002  0.234
C  -0.63680  -0.91128  1.07106  0.814
F  -1.81039  -1.55617  1.22033  -0.144
F  0.13522  -1.70677  0.29540  -0.087
F  -0.15946  -0.86891  2.33340  -0.521
C  0.81390  1.93133  1.11104  0.013
C  1.97707  2.75952  0.58124  -0.626
H  2.75886  2.11482  0.18872  0.065
H  1.66314  3.44677  -0.21198  -0.279
H  2.24275  3.47520  1.35977  0.430
H  1.12836  1.42209  2.02247  -0.191
H  0.00754  2.59965  1.43126  0.360
H  -1.49493  1.03618  1.04269  -0.093
C  1.49158  -3.96192  1.93053  1.199
C  1.94941  -2.92100  3.00302  -0.250
C  3.29256  -3.41149  3.61311  -0.900
S  3.58993  -5.13609  3.16151  1.181
O  3.55875  -5.97240  4.33766  -0.661
O  4.71055  -5.20560  2.22614  -0.673
C  2.02515  -5.34789  2.29893  -1.295
H  1.88651  -3.57542  0.98931  0.317
H  0.41497  -4.06343  1.79564  -0.978
H  1.16432  -2.80665  3.75048  0.162
H  2.14864  -1.92988  2.60410  -0.056
H  3.41404  -3.18070  4.67161  0.442
H  4.08405  -2.76894  3.22270  0.463
H  1.40057  -5.69433  3.12503  0.427
H  2.19739  -6.15746  1.59368  0.541
C  -3.03271  5.39615  -1.98848  -0.576
C  -2.04965  5.40968  -0.81586  -0.612
C  -1.08168  4.26036  -0.99159  1.624
S  -0.89626  4.00410  -2.83691  1.017
O  -1.34206  2.63712  -3.11348  -0.556
O  0.34853  4.55737  -3.31438  -0.641
C  -2.21633  5.24841  -3.26415  -1.003
H  -3.69337  6.25814  -2.07554  0.463
H  -3.71809  4.55985  -1.82362  0.174
H  -2.56305  5.21625  0.12599  0.441
H  -1.51534  6.35836  -0.77677  -0.117
H  -1.44869  3.35210  -0.51467  -1.026
H  -0.08999  4.50712  -0.61390  -0.284
H  -2.70730  4.93932  -4.18416  0.507
H  -1.62774  6.14779  -3.44503  0.376
C  -2.29402  -4.63530  0.74578  -0.111
C  -3.43810  -4.89926  -0.20543  -0.991
C  -3.61072  -6.40959  -0.21720  -1.110
S  -1.88738  -7.05764  -0.37794  1.087
O  -1.47713  -6.79765  -1.76990  -0.606
O  -1.81585  -8.32795  0.34136  -0.660
C  -1.16972  -5.66750  0.59625  -0.688
H  -2.67068  -4.47622  1.75700  0.515
H  -1.80464  -3.66450  0.60598  -0.296
H  -3.24549  -4.58153  -1.23273  0.363
H  -4.39646  -4.48408  0.10283  0.964
H  -4.24756  -6.75360  -1.02767  0.533
H  -3.94758  -6.70201  0.77783  0.541
H  -0.24105  -5.35870  0.12612  0.673
H  -1.00733  -6.06398  1.59886  0.680
C  -1.26947  -3.94397  -1.10825  1.194
C  -2.32615  -4.74694  -1.86480  -1.345
C  -2.92204  -3.75333  -2.85516  -0.716
S  -1.45741  -2.86400  -3.48727  0.726
O  -1.66744  -1.41901  -3.34394  -0.534
O  -1.00730  -3.34739  -4.76485  -0.654
C  -0.29290  -3.37623  -2.19217  -1.019
H  -0.71479  -4.57806  -0.42009  -0.394
H  -1.67568  -3.04145  -0.65062  0.083
H  -3.08755  -5.15286  -1.20144  -0.044
H  -1.77894  -5.54698  -2.36708  1.027
H  -3.47020  -3.08922  -2.18321  0.355
H  -3.56013  -4.09435  -3.66582  0.362
H  0.34798  -2.52389  -1.97907  0.290
H  0.30142  -4.08639  -2.76965  0.435
C  3.30985  2.22034  -4.06708  -0.433
C  2.33924  2.03077  -5.26648  -0.606
C  2.16261  0.52891  -5.40721  -0.960
S  1.74480  0.03942  -3.67878  0.980
O  2.20788  -1.30340  -3.46694  -0.816
O  0.37636  0.31693  -3.31919  0.027
C  2.88803  1.31474  -2.94257  0.282
H  3.33540  3.27442  -3.79621  0.244
H  4.29494  1.88022  -4.39120  0.273
H  2.75434  2.54397  -6.13556  0.475
H  1.41434  2.60222  -5.15169  0.077
H  3.15843  0.11651  -5.56859  0.379
H  1.40894  0.12498  -6.07774  0.472
H  3.70225  0.76012  -2.47952  0.518
H  2.31976  1.82660  -2.16813  -0.728
Br  -6.19914  -1.50731  1.47795  -0.203
C  -4.90127  -0.12450  0.90708  -0.028
C  -5.48354  1.26717  1.10134  -0.598
Br  -4.06026  2.54001  0.58890  -0.103
H  -4.76296  -0.34293  -0.14918  0.361
H  -3.95079  -0.29361  1.40537  -0.299
H  -5.65308  1.44857  2.15822  0.387
H  -6.38716  1.31857  0.50133  0.448
Br  -3.08130  0.52437  4.49308  -0.140
C  -2.58845  -1.24723  3.82037  0.247
C  -2.17242  -2.12621  4.97188  -0.624
Br  -1.67505  -3.93591  4.34259  -0.144
H  -1.79264  -1.08344  3.09757  -0.411
H  -3.36048  -1.74089  3.22893  0.183
H  -2.89438  -2.32363  5.75941  0.476
H  -1.34631  -1.64909  5.49879  0.432
Br  1.71440  2.54911  4.30840  -0.106
C  0.83923  3.45403  5.84768  -0.384
C  -0.62908  3.41264  5.44056  -0.532
Br  -1.83536  4.45281  6.60371  -0.150
H  1.17780  4.47967  5.94534  0.402
H  0.96961  2.82899  6.72497  0.346
H  -0.98982  2.38717  5.36567  0.158
H  -0.75574  3.73585  4.40795  0.324
Br  8.02873  1.84644  0.49789  -0.139
C  6.26781  1.96711  -0.37996  -0.693
C  5.81816  3.43100  -0.52824  -0.135
Br  5.30855  4.17322  1.20262  -0.125
H  5.52905  1.39733  0.18077  0.369
H  6.28391  1.50628  -1.36767  0.379
H  5.00978  3.53118  -1.25032  -0.227
H  6.63586  4.02908  -0.92321  0.575
Br  0.78845  7.76902  -0.43340  -0.171
C  2.68592  7.70719  -0.99902  -0.658
C  3.00733  6.32618  -1.46790  -0.130
Br  4.82128  6.34164  -2.22872  -0.148
H  3.31790  8.02138  -0.17189  0.428
H  2.82538  8.42566  -1.80357  0.436
H  2.36282  6.04453  -2.29539  0.271
H  2.98818  5.62496  -0.63634  0.030

Summary:
spin multiplicity	3
E	-31775.95825	a.u.
lowest unoccupied orbital energy (alpha / beta)	-0.0952 / -0.1978	Ha
max |F|	16.8	eV/A
HOMO level (alpha / beta)	-0.355 / -0.323	Eh
HOMO-LUMO gap (alpha / beta)	7.1 / 3.4	eV
total charge	+1



Which formula does entry 3 have? C34H66Br10F3NiO12S5



Which of these has the highest E? C34H64O18



Number 2 is which compound? C34H65BrFO16P



max |F| of number 1 (C34H64O18)? 2.5 eV/A